1.
{
  "formula": "C5H9N3",
  "method": "the ωB97M-V functional and the def2-TZVPD basis",
  "lumo_ev": 0.40,
  "e_homo_ev": -7.970,
  "smiles": "C/N=C/C1=CNNC1",
  "species": ["C", "N", "C", "C", "C", "N", "N", "C", "H", "H", "H", "H", "H", "H", "H", "H", "H"],
  "positions_angstrom": [[-2.281, 1.410, 1.888], [-1.042, 1.452, 0.932], [-0.783, 0.213, 0.628], [0.188, -0.233, -0.619], [0.191, -1.553, -1.058], [1.194, -1.552, -2.117], [2.067, -0.492, -1.861], [1.490, 0.457, -0.830], [-1.824, 1.909, 2.807], [-3.129, 2.030, 1.497], [-2.606, 0.161, 1.987], [-1.257, -0.721, 1.401], [-0.452, -2.423, -0.371], [1.787, -2.350, -1.818], [3.028, -0.844, -1.318], [1.223, 1.679, -1.269], [2.207, 0.856, 0.121]],
  "forces_ev_per_a": [[1.69, -1.30, 0.26], [-2.28, -3.71, -0.11], [0.98, -0.59, -0.38], [-1.92, -1.95, 5.34], [-1.25, 2.57, 2.52], [-0.19, -4.13, 1.99], [5.03, 2.62, 2.68], [-0.38, 4.42, -1.26], [-1.32, -0.96, -0.67], [0.91, -0.69, 0.20], [0.59, 4.02, 0.28], [1.22, 2.25, -2.73], [1.91, 2.38, -3.16], [-0.62, -0.13, -1.23], [-3.26, 0.72, -2.07], [0.94, -3.56, 0.60], [-2.04, -1.97, -2.26]],
  "lowdin_charge": [-0.143, -0.042, -0.182, -0.249, -0.084, -0.098, -0.128, -0.235, 0.068, 0.059, 0.109, 0.138, 0.188, 0.113, 0.175, 0.157, 0.153]
}



2.
{
  "formula": "C4H5N3O2S",
  "method": "the ωB97M-V functional and the def2-TZVPD basis",
  "lumo_ev": 0.79,
  "e_homo_ev": -8.720,
  "species": ["C", "C", "C", "C", "N", "N", "N", "O", "O", "S", "H", "H", "H", "H", "H"],
  "positions_angstrom": [[-0.593, -1.642, 0.046], [0.430, -2.583, 0.036], [1.237, -0.208, -0.040], [-1.074, 0.747, -0.078], [4.462, -0.178, 0.909], [-0.065, -0.351, -0.047], [4.731, 0.302, -0.160], [5.099, 1.210, 0.823], [4.735, 0.193, -1.290], [1.956, -1.772, 0.050], [-1.564, -1.983, 0.196], [0.354, -3.626, 0.305], [-1.937, 0.512, 0.512], [-0.784, 1.671, 0.452], [-1.280, 0.828, -1.103]],
  "forces_ev_per_a": [[4.00, -2.21, -0.29], [-1.09, 1.25, 0.80], [1.53, 0.66, -0.11], [1.30, 0.14, 1.36], [-0.69, -1.63, 1.15], [-2.24, -0.39, 1.10], [-0.50, -0.61, 3.15], [0.94, 2.08, 0.09], [0.31, 0.22, -4.37], [-0.95, 0.48, -0.30], [-1.81, 0.42, 0.03], [-0.22, 0.01, -0.39], [-0.62, -0.94, -0.06], [0.79, -0.40, -0.92], [-0.73, 0.91, -1.22]],
  "lowdin_charge": [-0.164, -0.396, -0.396, -0.020, 0.201, -0.289, -0.447, 0.030, 0.173, 0.907, 0.094, 0.058, 0.075, 0.100, 0.074]
}



3.
{
  "formula": "C18H17NO2S3",
  "method": "the ωB97M-V functional and the def2-TZVPD basis",
  "lumo_ev": -2.87,
  "e_homo_ev": -5.923,
  "species": ["C", "C", "C", "C", "C", "C", "N", "S", "C", "C", "C", "C", "C", "C", "O", "O", "C", "C", "H", "H", "H", "H", "H", "H", "H", "H", "H", "H", "C", "C", "S", "C", "S", "C", "H", "H", "H", "H", "H", "H", "H"],
  "positions_angstrom": [[2.551, 1.250, 4.716], [2.430, 2.403, 3.925], [1.359, 2.546, 3.045], [0.376, 1.522, 2.944], [-0.709, 1.670, 2.034], [-0.865, 2.806, 1.233], [-1.044, 3.737, 0.530], [-1.938, 0.370, 1.932], [-3.112, 0.967, 0.698], [-4.238, 1.687, 1.108], [-5.159, 2.125, 0.152], [-4.968, 1.817, -1.201], [-3.856, 1.066, -1.596], [-2.929, 0.629, -0.644], [-1.285, -0.797, 1.374], [-2.656, 0.288, 3.183], [0.511, 0.360, 3.755], [1.586, 0.231, 4.624], [3.392, 1.140, 5.406], [3.175, 3.200, 3.995], [1.248, 3.440, 2.423], [-4.376, 1.911, 2.167], [-6.025, 2.706, 0.470], [-5.688, 2.164, -1.947], [-3.703, 0.815, -2.647], [-2.056, 0.040, -0.936], [-0.236, -0.435, 3.696], [1.668, -0.672, 5.237], [3.131, -0.368, -3.398], [2.005, -1.379, -3.234], [0.711, -0.796, -2.102], [1.568, -0.166, -0.795], [3.118, 0.492, -0.754], [3.983, -0.309, -2.138], [3.765, -0.690, -4.229], [2.723, 0.623, -3.628], [1.492, -1.554, -4.190], [2.353, -2.336, -2.826], [1.009, -0.111, 0.144], [4.270, -1.305, -1.776], [4.889, 0.291, -2.304]],
  "forces_ev_per_a": [[-0.03, -0.14, 0.00], [-0.24, -0.26, -0.05], [0.02, -0.40, 0.19], [0.57, -0.14, 0.48], [-0.94, -0.53, -0.73], [-0.74, 1.29, -1.26], [0.49, -1.54, 1.20], [0.45, 2.15, -0.39], [-0.21, -0.23, -0.07], [0.18, 0.08, -0.14], [0.22, -0.18, -0.05], [0.18, -0.06, 0.18], [0.03, 0.01, 0.27], [-0.07, 0.28, 0.03], [-0.08, -0.54, 0.00], [0.07, -0.54, -0.19], [0.21, 0.19, -0.06], [0.18, 0.41, -0.11], [-0.26, 0.07, -0.22], [-0.21, -0.27, 0.02], [0.10, -0.31, 0.30], [0.07, -0.09, -0.34], [0.24, -0.18, -0.12], [0.26, -0.13, 0.27], [-0.09, 0.08, 0.26], [-0.33, 0.16, 0.12], [0.33, 0.32, 0.08], [0.03, 0.36, -0.18], [0.14, -0.29, 0.02], [-0.16, 0.29, -0.25], [-0.04, -0.48, 0.69], [0.21, 0.10, -0.33], [-0.16, -0.53, 0.65], [-0.01, 0.36, -0.17], [-0.06, 0.09, 0.04], [0.14, -0.20, -0.07], [0.08, -0.01, 0.34], [-0.05, 0.21, -0.25], [-0.24, 0.50, -0.15], [0.03, 0.27, -0.19], [-0.27, -0.17, 0.18]],
  "lowdin_charge": [-0.121, -0.109, -0.049, -0.254, -0.306, -0.323, 0.111, 0.703, -0.282, -0.048, -0.068, -0.079, -0.077, -0.066, -0.351, -0.313, -0.054, -0.099, 0.089, 0.097, 0.102, 0.119, 0.106, 0.104, 0.100, 0.082, 0.091, 0.101, -0.296, -0.437, 1.005, -0.703, 1.016, -0.437, 0.122, 0.123, 0.092, 0.095, 0.028, 0.094, 0.092]
}



4.
{
  "formula": "C5H8N2O2",
  "method": "the ωB97M-V functional and the def2-TZVPD basis",
  "lumo_ev": 0.86,
  "e_homo_ev": -8.895,
  "smiles": "CO/C=C/[C@@H]1C(=O)N1N",
  "species": ["C", "O", "C", "C", "C", "C", "O", "N", "N", "H", "H", "H", "H", "H", "H", "H", "H"],
  "positions_angstrom": [[-3.202, 0.382, -0.327], [-2.131, -0.126, 0.390], [-0.992, 0.630, 0.469], [0.172, 0.045, 0.248], [1.494, 0.612, 0.316], [2.647, 0.923, -0.567], [3.445, 1.635, -1.063], [2.647, -0.326, 0.047], [3.858, -0.698, 0.749], [-3.844, 1.128, 0.192], [-3.878, -0.507, -0.502], [-2.907, 0.764, -1.337], [-1.022, 1.638, 0.786], [-0.057, -0.993, -0.250], [1.550, 1.397, 1.183], [3.636, -1.319, 1.528], [4.311, 0.170, 0.868]],
  "forces_ev_per_a": [[-2.02, -0.49, -1.41], [0.93, 0.24, 0.58], [0.37, -0.69, 0.21], [-1.92, -2.93, -2.50], [0.75, 2.64, 2.54], [-1.05, -3.50, 0.53], [0.46, 1.32, -0.55], [1.26, 0.41, -0.86], [-2.26, -0.67, -1.03], [0.75, -0.16, -0.04], [0.68, 0.98, 0.09], [-0.11, -0.15, 0.79], [-0.70, 1.15, 0.42], [1.30, 1.74, 1.13], [0.10, -1.37, -1.06], [0.29, 0.79, -0.07], [1.17, 0.67, 1.23]],
  "lowdin_charge": [-0.125, -0.149, -0.173, -0.059, -0.163, -0.418, 0.132, -0.033, 0.086, 0.091, 0.105, 0.101, 0.117, 0.168, 0.178, 0.087, 0.054]
}



5.
{
  "formula": "C4H4N2O2",
  "method": "the ωB97M-V functional and the def2-TZVPD basis",
  "lumo_ev": -1.34,
  "e_homo_ev": -9.993,
  "smiles": "Cc1cc(N=O)no1",
  "species": ["C", "C", "C", "C", "N", "O", "N", "O", "H", "H", "H", "H"],
  "positions_angstrom": [[2.967, -0.302, 0.138], [1.452, -0.174, -0.023], [0.365, -0.997, -0.133], [-0.764, -0.215, -0.014], [-2.120, -0.700, -0.129], [-3.008, 0.166, 0.196], [-0.441, 1.078, -0.011], [0.947, 1.132, -0.125], [3.466, 0.423, -0.652], [3.206, -1.331, 0.111], [3.102, 0.105, 1.168], [0.517, -2.095, -0.022]],
  "forces_ev_per_a": [[-1.69, 3.13, -0.49], [-0.90, 1.52, -1.36], [2.95, -2.79, 1.31], [-0.55, 2.26, -0.56], [-3.03, 3.52, 1.44], [3.71, -3.39, -1.24], [0.22, -0.50, -0.59], [-0.58, -1.74, 1.27], [-0.72, -1.85, 1.66], [0.72, -0.88, -0.32], [0.54, -0.30, -0.77], [-0.69, 1.03, -0.35]],
  "lowdin_charge": [0.002, -0.263, -0.005, -0.342, 0.065, -0.015, 0.145, -0.012, 0.135, 0.058, 0.097, 0.136]
}



6.
{
  "formula": "C4H8O",
  "method": "the ωB97M-V functional and the def2-TZVPD basis",
  "lumo_ev": [-5.72, -8.99],
  "e_homo_ev": [-13.508, -13.492],
  "s_squared": 0.75,
  "spin_multiplicity": 2,
  "charge": 1,
  "species": ["C", "C", "H", "H", "H", "H", "C", "C", "O", "H", "H", "H", "H"],
  "positions_angstrom": [[0.300, 2.313, 0.138], [1.463, 1.815, -0.244], [-0.587, 1.695, 0.000], [0.096, 3.349, 0.365], [1.437, 0.741, -0.384], [2.300, 2.448, -0.473], [0.156, -2.308, -0.150], [-1.130, -1.783, 0.063], [-1.323, -0.845, 0.927], [0.994, -1.628, -0.062], [0.237, -3.341, -0.475], [-2.025, -2.308, -0.288], [-1.918, -0.147, 0.582]],
  "forces_ev_per_a": [[-0.61, 0.28, -0.63], [-0.88, -0.09, 0.10], [0.02, -0.06, 0.69], [0.18, 0.09, -0.08], [0.74, 0.05, -0.50], [0.53, -0.26, 0.38], [-0.41, 0.08, -0.11], [-0.53, -1.25, 1.17], [1.03, 1.16, -1.18], [0.24, -0.26, 0.23], [0.24, 0.20, -0.14], [0.14, 0.34, -0.65], [-0.71, -0.29, 0.72]],
  "lowdin_charge": [-0.068, -0.048, 0.020, 0.058, 0.020, 0.061, 0.296, -0.075, 0.169, 0.106, 0.119, 0.168, 0.174]
}



7.
{
  "formula": "C27H29O5PS",
  "method": "the ωB97M-V functional and the def2-TZVPD basis",
  "lumo_ev": -1.03,
  "e_homo_ev": -9.171,
  "smiles": "C=COC(=O)OP(O)(O)=S.c1ccccc1.c1ccccc1.c1ccccc1.c1ccccc1",
  "species": ["C", "C", "O", "C", "O", "O", "P", "O", "O", "S", "H", "H", "H", "H", "H", "C", "C", "C", "C", "C", "C", "H", "H", "H", "H", "H", "H", "C", "C", "C", "C", "C", "C", "H", "H", "H", "H", "H", "H", "C", "C", "C", "C", "C", "C", "H", "H", "H", "H", "H", "H", "C", "C", "C", "C", "C", "C", "H", "H", "H", "H", "H", "H"],
  "positions_angstrom": [[0.953, -3.454, 1.068], [-0.405, -2.889, 1.426], [-1.102, -2.144, 0.347], [-2.337, -1.520, 0.890], [-2.165, -0.541, 1.814], [-3.711, -1.835, 0.471], [-4.145, -3.490, 0.791], [-4.232, -3.921, 2.476], [-5.780, -3.720, 0.140], [-3.021, -4.821, -0.084], [1.584, -4.127, 1.801], [1.380, -3.230, -0.010], [-0.852, -3.072, 2.499], [-4.138, -3.082, 3.026], [-5.773, -4.704, -0.115], [-7.200, -1.628, 2.109], [-8.542, -2.009, 2.089], [-9.423, -1.512, 3.048], [-8.962, -0.636, 4.032], [-7.618, -0.263, 4.057], [-6.738, -0.757, 3.096], [-6.515, -2.011, 1.357], [-8.901, -2.693, 1.324], [-10.469, -1.806, 3.030], [-9.649, -0.247, 4.778], [-7.257, 0.415, 4.827], [-5.691, -0.464, 3.114], [2.309, 2.392, 2.243], [2.424, 3.307, 1.197], [1.444, 3.362, 0.206], [0.350, 2.498, 0.259], [0.240, 1.577, 1.300], [1.218, 1.525, 2.293], [3.069, 2.354, 3.018], [3.278, 3.979, 1.154], [1.532, 4.078, -0.607], [-0.415, 2.543, -0.511], [-0.610, 0.900, 1.339], [1.130, 0.808, 3.105], [8.113, 1.659, -0.461], [7.573, 1.345, 0.786], [6.191, 1.363, 0.973], [5.348, 1.700, -0.087], [5.889, 2.023, -1.331], [7.271, 2.001, -1.519], [9.189, 1.638, -0.608], [8.229, 1.085, 1.612], [5.770, 1.115, 1.943], [4.272, 1.712, 0.057], [5.233, 2.292, -2.156], [7.692, 2.251, -2.490], [2.721, 0.204, -6.637], [1.667, 0.179, -5.724], [1.774, 0.867, -4.516], [2.938, 1.577, -4.218], [3.996, 1.593, -5.127], [3.887, 0.908, -6.337], [2.635, -0.327, -7.581], [0.762, -0.376, -5.955], [0.952, 0.851, -3.806], [3.021, 2.115, -3.278], [4.905, 2.141, -4.892], [4.711, 0.923, -7.046]],
  "forces_ev_per_a": [[-4.22, 1.95, 0.44], [5.42, -2.37, -1.04], [-3.42, -0.15, 3.09], [2.34, 5.07, 5.04], [-1.79, -6.79, -6.24], [2.27, -1.90, 1.64], [-1.14, -3.24, -0.79], [0.22, 3.65, -2.39], [3.09, -0.10, 1.36], [-0.51, 1.11, 0.64], [-1.72, 1.69, -1.49], [-1.02, -0.53, 2.48], [0.51, 0.74, -2.66], [-0.39, -1.34, -0.61], [0.30, 1.94, 0.46], [-0.01, 0.15, 0.21], [0.05, 0.07, 0.08], [0.20, 0.05, 0.00], [0.14, -0.07, -0.14], [-0.06, -0.08, -0.06], [-0.23, -0.11, -0.01], [-0.31, 0.14, 0.15], [0.07, 0.11, 0.10], [0.16, 0.04, 0.00], [0.10, -0.05, -0.10], [-0.06, -0.10, -0.13], [-0.11, 0.03, -0.02], [-0.16, -0.03, -0.12], [-0.14, -0.03, 0.03], [-0.02, -0.12, 0.10], [0.23, 0.00, 0.16], [0.02, 0.05, -0.06], [0.07, 0.16, -0.16], [-0.08, 0.01, -0.10], [-0.12, -0.10, 0.01], [-0.01, -0.08, 0.11], [0.09, -0.01, 0.09], [0.25, 0.18, 0.02], [-0.01, 0.09, -0.12], [-0.19, 0.02, 0.01], [-0.09, 0.03, -0.12], [0.07, 0.06, -0.20], [0.14, -0.02, -0.03], [0.14, -0.04, 0.14], [-0.06, -0.04, 0.18], [-0.15, 0.01, 0.02], [-0.10, 0.03, -0.13], [0.04, 0.03, -0.14], [0.16, -0.01, -0.02], [0.10, -0.06, 0.12], [-0.05, -0.04, 0.13], [0.04, 0.10, 0.18], [0.13, 0.09, 0.03], [0.15, 0.02, -0.10], [-0.02, -0.12, -0.18], [-0.15, -0.08, -0.03], [-0.16, -0.01, 0.11], [0.02, 0.07, 0.14], [0.14, 0.09, 0.03], [0.12, 0.00, -0.09], [-0.03, -0.08, -0.10], [-0.13, -0.08, -0.04], [-0.12, 0.00, 0.10]],
  "lowdin_charge": [0.024, -0.144, -0.089, -0.296, 0.011, -0.168, 0.388, -0.235, -0.279, 0.335, 0.076, 0.083, 0.142, 0.092, 0.081, -0.097, -0.084, -0.094, -0.096, -0.096, -0.095, 0.055, 0.103, 0.101, 0.100, 0.101, 0.097, -0.104, -0.121, -0.100, -0.090, -0.083, -0.085, 0.099, 0.103, 0.100, 0.100, 0.067, 0.101, -0.099, -0.099, -0.092, -0.089, -0.087, -0.095, 0.099, 0.099, 0.098, 0.084, 0.081, 0.099, -0.098, -0.098, -0.094, -0.098, -0.098, -0.097, 0.099, 0.100, 0.099, 0.089, 0.096, 0.100]
}



8.
{
  "formula": "C3H6N2O2",
  "method": "the ωB97M-V functional and the def2-TZVPD basis",
  "lumo_ev": 0.55,
  "e_homo_ev": -10.433,
  "smiles": "N#CCC(N)(O)O",
  "species": ["N", "C", "C", "C", "N", "O", "O", "H", "H", "H", "H", "H", "H"],
  "positions_angstrom": [[1.354, -1.416, -2.222], [0.633, -1.306, -1.342], [-0.244, -1.145, -0.215], [-0.302, 0.344, 0.217], [1.018, 0.754, 0.627], [-1.169, 0.516, 1.300], [-0.826, 1.079, -0.846], [-1.253, -1.460, -0.487], [0.123, -1.744, 0.620], [1.038, 1.752, 0.813], [1.702, 0.552, -0.092], [-0.704, 0.286, 2.113], [-1.370, 1.790, -0.487]],
  "forces_ev_per_a": [[0.39, -0.05, -0.44], [0.10, -0.19, -0.20], [-0.54, 0.46, 0.50], [0.51, -0.07, 0.25], [0.06, -0.08, 0.11], [-0.40, -0.02, 0.04], [-0.22, -0.07, -0.19], [0.07, 0.02, 0.09], [-0.08, 0.05, -0.06], [-0.06, -0.06, -0.06], [0.01, 0.04, -0.03], [0.13, 0.02, -0.07], [0.04, -0.05, 0.07]],
  "lowdin_charge": [0.165, -0.238, -0.084, -0.706, 0.116, 0.033, 0.043, 0.137, 0.134, 0.097, 0.082, 0.110, 0.112]
}



Which E belongs to each record? In order, -9793.6142, -23620.5118, -57028.5137, -12385.1283, -11283.0837, -6313.4955, -58827.4285, -10283.4457 eV.